Here is a cluster of 7 separate species, C2H19NO6 in total in a non-equilibrium geometry from the Open Molecules 2025 dataset. Energies are from ωB97M-V/def2-TZVPD.

Atoms and positions in Å:
1 C -0.428 -0.557 2.976
2 C -0.660 -1.682 2.031
3 N -1.928 -1.566 1.132
4 H -0.042 0.353 2.571
5 H -1.298 -0.141 3.552
6 H 0.281 -0.863 3.726
7 H 0.223 -1.815 1.353
8 H -1.004 -2.581 2.468
9 H -2.554 -0.851 1.503
10 H -1.655 -1.274 0.236
11 H -0.171 -1.179 -2.170
12 H -0.228 0.261 -2.974
13 O -0.720 -0.388 -2.386
14 H 3.901 1.955 0.204
15 H 3.901 2.062 -1.345
16 O 3.382 2.209 -0.554
17 H 1.894 1.735 0.800
18 H 0.831 0.725 1.121
19 O 1.451 1.327 1.499
20 H -1.193 3.078 -2.013
21 H -2.309 2.163 -2.853
22 O -1.696 2.898 -2.852
23 H 2.142 -2.529 -0.536
24 H 3.232 -1.994 -1.514
25 O 2.627 -1.801 -0.855
26 H -2.735 0.226 -2.458
27 H -2.249 -0.158 -1.159
28 O -2.995 0.385 -1.506

As for the net charge: -1. The electronic energy is -593.705126 Ha. For the max |F|, the calculation gives 3.84 eV/A. The HOMO energy (spin up / spin down) is 0.278 / -6.568 eV. For the lowest unoccupied orbital energy (spin up / spin down), the calculation gives 3.3 / 3.1 eV. The energy above the lowest of the compared OMol25 structures with the same formula, charge and spin comes out at 14.0 kcal/mol. Its multiplicity is 2.

Here are the Löwdin charges for atoms 1 to 5, given in e: atom 1 (C): -0.14, atom 2 (C): -0.31, atom 3 (N): -0.01, atom 4 (H): 0.02, atom 5 (H): 0.09